# 1
Computed, not measured: a structure of composition C38H29Cl2GaN4O4S3, with ωB97M-V/def2-TZVPD.

Computed properties:
LUMO energy ... -0.16 eV
Gap between HOMO and LUMO ... 7.5 eV
DFT total energy ... -163956.625 eV
Relative energy (zero: lowest compared OMol25 entry of this formula, charge and spin) ... 35.2 kJ/mol
Max |F| ... 2.0 eV/A
Net charge ... 0

Element x y z (Å)
1 Ga 1.1189 -0.5621 -0.1616
2 C -2.9339 4.3329 4.5295
3 C -1.8118 3.7281 3.7453
4 C -2.0769 2.8092 2.7357
5 C -1.0464 2.1587 2.0872
6 C 0.2574 2.4434 2.4347
7 C 0.5513 3.3966 3.3916
8 C -0.4874 4.0289 4.0513
9 S 1.5630 1.5728 1.6058
10 O 1.3625 1.7268 0.1777
11 O 2.8173 2.0026 2.1568
12 N 1.3137 -0.0196 1.7853
13 C 1.9604 -0.7989 2.6912
14 C 2.3025 -0.4246 3.9753
15 C 2.9190 -1.3317 4.8408
16 C 3.1966 -2.6193 4.4603
17 C 2.8586 -3.0517 3.1658
18 C 3.0456 -4.3681 2.6913
19 C 2.6942 -4.6775 1.4037
20 C 2.1870 -3.6710 0.5690
21 N 1.9822 -2.4480 0.9919
22 C 2.2671 -2.1274 2.2658
23 H -3.8516 4.3648 3.9483
24 H -2.6899 5.3398 4.8572
25 H -3.1151 3.7169 5.4118
26 H -3.0959 2.5912 2.4588
27 H -1.2442 1.4372 1.3126
28 H 1.5869 3.6173 3.6037
29 H -0.2720 4.7570 4.8193
30 H 2.0908 0.5802 4.3009
31 H 3.1749 -1.0085 5.8380
32 H 3.6705 -3.3122 5.1379
33 H 3.4594 -5.1180 3.3511
34 H 2.8045 -5.6785 1.0164
35 H 1.9492 -3.8678 -0.4677
36 C -3.4742 -0.2034 -6.8985
37 C -2.6936 0.1350 -5.6667
38 C -1.9965 -0.8379 -4.9600
39 C -1.2448 -0.5019 -3.8468
40 C -1.1980 0.8160 -3.4395
41 C -1.8943 1.7972 -4.1186
42 C -2.6429 1.4534 -5.2265
43 S -0.2487 1.2846 -1.9981
44 O 1.1431 1.1042 -2.3221
45 O -0.7115 2.5718 -1.5696
46 N -0.5982 0.1021 -0.9144
47 C -1.8534 -0.0805 -0.4414
48 C -2.9935 0.5760 -0.8810
49 C -4.2376 0.3080 -0.3057
50 C -4.3808 -0.5814 0.7289
51 C -3.2536 -1.2743 1.2115
52 C -3.2857 -2.1839 2.2893
53 C -2.1306 -2.8182 2.6637
54 C -0.9497 -2.5667 1.9507
55 N -0.8735 -1.7146 0.9583
56 C -1.9893 -1.0541 0.5989
57 H -3.7065 -1.2640 -6.9365
58 H -2.8867 0.0469 -7.7818
59 H -4.3951 0.3748 -6.9365
60 H -2.0464 -1.8669 -5.2823
61 H -0.6938 -1.2541 -3.3014
62 H -1.8343 2.8090 -3.7506
63 H -3.1892 2.2157 -5.7599
64 H -2.9218 1.3115 -1.6637
65 H -5.1039 0.8385 -0.6758
66 H -5.3447 -0.7560 1.1835
67 H -4.2144 -2.3691 2.8095
68 H -2.1086 -3.5261 3.4793
69 H -0.0461 -3.0975 2.2060
70 Cl 3.6317 -0.0982 -0.0669
71 C 3.9450 0.0126 -1.7457
72 C 4.9478 0.8628 -2.1752
73 C 5.2303 0.9528 -3.5249
74 C 4.5074 0.1960 -4.4311
75 C 3.4762 -0.6143 -3.9866
76 Cl 2.5323 -1.4698 -5.1342
77 C 3.1539 -0.7245 -2.6292
78 S 1.8315 -1.7468 -2.0930
79 H 5.4899 1.4514 -1.4513
80 H 6.0120 1.6138 -3.8623
81 H 4.7324 0.2505 -5.4846

=====

# 2
Computed, not measured: a structure of composition C38H30N11Ti, with ωB97M-V/def2-TZVPD.

Computed properties:
LUMO energy ... -10.11 eV
Gap between HOMO and LUMO ... 5.8 eV
DFT total energy ... -79377.271 eV
Relative energy (zero: lowest compared OMol25 entry of this formula, charge and spin) ... 0.0 kJ/mol
Max |F| ... 0.7 eV/A
Net charge ... +3

Element x y z (Å)
1 Ti -0.3855 0.2158 -0.3818
2 C -4.8263 1.2960 -4.6929
3 C -4.0361 0.7774 -3.5338
4 C -3.5105 -0.5278 -3.5439
5 C -2.7878 -1.0143 -2.4776
6 C -2.5725 -0.2262 -1.3327
7 N -1.9448 -0.7164 -0.1621
8 C -2.4327 -1.7413 0.6546
9 C -3.4892 -2.5712 0.2785
10 C -3.8926 -3.6136 1.0854
11 C -3.2453 -3.8809 2.2956
12 C -3.6694 -5.0241 3.1660
13 C -2.2140 -3.0318 2.6815
14 C -1.8295 -1.9543 1.8959
15 N -0.8569 -1.0399 2.4101
16 C -0.5214 -0.8812 3.7038
17 C 0.4352 0.1067 3.7916
18 C 0.6330 0.5234 2.4864
19 N -0.1505 -0.1703 1.6427
20 C -3.0389 1.1112 -1.3596
21 C -3.7541 1.5952 -2.4383
22 N -2.7251 1.9856 -0.2850
23 C -3.4453 3.0069 0.2250
24 C -2.6595 3.6484 1.1535
25 C -1.4491 2.9542 1.1476
26 N -1.4855 1.9486 0.2765
27 H -5.2653 0.4825 -5.2660
28 H -5.6196 1.9662 -4.3652
29 H -4.1783 1.8602 -5.3687
30 H -3.6906 -1.1634 -4.4012
31 H -2.4288 -2.0356 -2.5058
32 H -4.0053 -2.3884 -0.6544
33 H -4.7179 -4.2392 0.7702
34 H -3.8613 -5.9196 2.5764
35 H -2.9214 -5.2556 3.9212
36 H -4.6002 -4.7744 3.6800
37 H -1.7032 -3.2305 3.6141
38 H -0.9883 -1.4552 4.4850
39 H 0.9100 0.4767 4.6836
40 H 1.3022 1.2832 2.1151
41 H -4.0818 2.6282 -2.4402
42 H -4.4591 3.2000 -0.0861
43 H -2.9288 4.4963 1.7589
44 H -0.5702 3.1354 1.7455
45 C -0.0330 3.5162 -3.4328
46 C -0.4221 2.3147 -2.8538
47 N 0.3059 1.7425 -1.8937
48 C 1.4593 2.3536 -1.5434
49 C 1.8073 3.5701 -2.1139
50 N 1.0602 4.1536 -3.0405
51 C 2.3380 1.5660 -0.6513
52 C 3.6418 1.8722 -0.3289
53 C 4.4355 0.9141 0.3208
54 C 3.8749 -0.3532 0.5342
55 C 2.5564 -0.5747 0.2019
56 N 1.7845 0.3954 -0.3016
57 C 1.8675 -1.8809 0.2074
58 C 2.3919 -3.0653 0.6922
59 N 1.7531 -4.2239 0.5521
60 C 0.5956 -4.2125 -0.0874
61 C 0.0277 -3.0217 -0.5375
62 N 0.6541 -1.8607 -0.3829
63 C 5.8279 1.2008 0.6980
64 C 6.3857 0.6146 1.8310
65 C 7.6995 0.9202 2.1557
66 N 8.4568 1.7311 1.4253
67 C 7.9278 2.2800 0.3374
68 C 6.6185 2.0562 -0.0645
69 H -0.6171 3.9706 -4.2232
70 H -1.3172 1.8044 -3.1760
71 H 2.7150 4.0850 -1.8243
72 H 4.0642 2.8316 -0.5918
73 H 4.4923 -1.1602 0.9024
74 H 3.3463 -3.0961 1.2034
75 H 0.0964 -5.1612 -0.2392
76 H -0.9382 -3.0179 -1.0203
77 H 5.8108 -0.0383 2.4754
78 H 8.1624 0.4964 3.0386
79 H 8.5780 2.9249 -0.2410
80 H 6.2550 2.5096 -0.9775

=====

# 3
Computed, not measured: a structure of composition C38H31AuN5PTe, with ωB97M-V/def2-TZVPD.

Computed properties:
LUMO energy ... -5.37 eV
Gap between HOMO and LUMO ... 7.4 eV
DFT total energy ... -67620.302 eV
Relative energy (zero: lowest compared OMol25 entry of this formula, charge and spin) ... 0.0 kJ/mol
Max |F| ... 0.4 eV/A
Net charge ... +2

Element x y z (Å)
1 Au 1.8335 -0.0171 -0.3481
2 N 1.8186 -4.5300 0.1260
3 C 1.4735 -3.2542 0.0164
4 N 2.2925 -2.2685 -0.2029
5 C 3.6684 -2.5477 -0.3444
6 N 4.5947 -1.6608 -0.5563
7 N 4.0910 -0.3927 -0.5903
8 C 4.8308 0.6140 -0.7443
9 C 4.1827 1.9567 -0.6944
10 C 4.9688 3.0790 -0.8685
11 C 4.3953 4.3402 -0.7866
12 C 3.0432 4.4343 -0.5249
13 C 2.3175 3.2621 -0.3661
14 N 2.8594 2.0496 -0.4482
15 C 4.0998 -3.9432 -0.2331
16 C 5.4435 -4.3187 -0.3482
17 C 5.8052 -5.6404 -0.2130
18 C 4.8361 -6.6141 0.0428
19 C 3.5078 -6.2676 0.1590
20 C 3.1522 -4.9311 0.0169
21 H 1.1063 -5.2248 0.2916
22 H 0.4151 -3.0380 0.1177
23 H 5.9086 0.5346 -0.8895
24 H 6.0261 2.9550 -1.0637
25 H 4.9954 5.2292 -0.9272
26 H 2.5508 5.3928 -0.4433
27 H 1.2538 3.2972 -0.1699
28 H 6.1787 -3.5523 -0.5438
29 H 6.8438 -5.9262 -0.3040
30 H 5.1269 -7.6501 0.1529
31 H 2.7537 -7.0197 0.3558
32 C -6.1813 2.8305 -0.1631
33 C -5.1784 3.7053 0.2371
34 C -3.9160 3.2236 0.5393
35 C -3.6606 1.8530 0.4376
36 C -4.6640 0.9780 0.0281
37 C -5.9253 1.4721 -0.2686
38 P -1.9927 1.2510 0.7045
39 C -1.0765 1.5415 -0.8321
40 C -1.0044 2.8318 -1.3533
41 C -0.4200 3.0440 -2.5932
42 C 0.0683 1.9720 -3.3322
43 C -0.0158 0.6823 -2.8279
44 C -0.5666 0.4697 -1.5680
45 C -1.2288 2.0761 2.1049
46 C 0.1415 1.8936 2.3066
47 C 0.7389 2.3564 3.4664
48 C -0.0308 2.9908 4.4338
49 C -1.3958 3.1556 4.2443
50 C -2.0042 2.6910 3.0880
51 H -7.1668 3.2128 -0.3931
52 H -5.3816 4.7644 0.3185
53 H -3.1450 3.9115 0.8634
54 H -4.4663 -0.0785 -0.0653
55 H -6.7080 0.7947 -0.5821
56 H -1.4079 3.6752 -0.8057
57 H -0.3643 4.0485 -2.9911
58 H 0.5017 2.1427 -4.3087
59 H 0.3446 -0.1582 -3.4064
60 H -0.7015 -0.5384 -1.1959
61 H 0.7429 1.3877 1.5566
62 H 1.8009 2.2162 3.6183
63 H 0.4343 3.3495 5.3423
64 H -1.9955 3.6384 5.0038
65 H -3.0729 2.8031 2.9661
66 Te -1.7378 -1.0650 1.4768
67 C -3.1119 -2.1401 0.3010
68 C -2.8260 -2.5024 -1.0123
69 C -3.7370 -3.2732 -1.7200
70 C -4.9145 -3.6909 -1.1127
71 C -5.1884 -3.3389 0.2018
72 C -4.2887 -2.5589 0.9172
73 H -1.9140 -2.1748 -1.4951
74 H -3.5268 -3.5500 -2.7446
75 H -5.6209 -4.2935 -1.6677
76 H -6.1033 -3.6699 0.6748
77 H -4.5068 -2.2779 1.9391

=====

# 4
Computed, not measured: a structure of composition C38H31BBrF4IN7O5SSn, with ωB97M-V/def2-TZVPD.

Computed properties:
LUMO energy (alpha / beta) ... 3.42 / 3.42 eV
Gap between HOMO and LUMO (alpha / beta) ... 3.3 / 6.4 eV
DFT total energy ... -166941.433 eV
Relative energy (zero: lowest compared OMol25 entry of this formula, charge and spin) ... 84.7 kJ/mol
Max |F| ... 0.9 eV/A
2S+1 ... 2
Net charge ... -2

Element x y z (Å)
1 Sn -0.0708 -0.3385 -0.8547
2 O 3.2180 -3.1544 -0.1721
3 C 2.3951 -2.3320 -0.6041
4 N 1.6871 -1.4441 0.0835
5 C 1.7014 -1.6183 1.5275
6 C 0.6975 -2.6810 1.9446
7 C 1.0077 -3.6543 2.8866
8 C 0.0696 -4.6309 3.1785
9 C -1.1530 -4.6032 2.5291
10 C -1.3790 -3.5928 1.6067
11 N -0.4774 -2.6603 1.3121
12 C 2.0938 -2.3156 -2.0855
13 C 3.0434 -2.6967 -3.0180
14 C 2.6979 -2.7116 -4.3570
15 C 1.3977 -2.3907 -4.7185
16 C 0.5033 -2.0522 -3.7208
17 N 0.8453 -2.0036 -2.4316
18 H 2.6971 -1.9009 1.8711
19 H 1.4116 -0.6731 1.9927
20 H 1.9796 -3.6513 3.3649
21 H 0.2922 -5.4114 3.8974
22 H -1.9162 -5.3446 2.7260
23 H -2.3234 -3.5272 1.0753
24 H 4.0338 -2.9564 -2.6713
25 H 3.4288 -2.9529 -5.1194
26 H 1.0821 -2.3856 -5.7522
27 H -0.5307 -1.8103 -3.9429
28 Br -3.0926 0.3417 -4.1736
29 C -1.2068 0.4576 -4.6022
30 C -0.8853 0.3601 -5.9315
31 C 0.5047 0.5416 -6.2827
32 C 1.3843 0.8251 -5.2589
33 C 0.9535 0.8752 -3.9348
34 N -0.3993 0.6647 -3.5742
35 C 1.9330 1.1329 -2.8585
36 O 3.0592 1.5863 -3.1256
37 O 1.5630 0.8262 -1.6483
38 H -1.6502 0.1764 -6.6734
39 H 0.8244 0.4915 -7.3162
40 H 2.4369 0.9994 -5.4454
41 O -0.2302 2.8207 3.4022
42 S 0.6733 1.9399 2.5960
43 C 1.9741 1.4880 3.8072
44 C 3.2774 1.1464 3.4628
45 C 4.1461 0.6732 4.4373
46 C 3.7196 0.5395 5.7526
47 C 2.4105 0.8579 6.0892
48 C 1.5361 1.3237 5.1158
49 C 1.6775 3.0341 1.5870
50 C 2.4260 2.5092 0.5440
51 C 3.1518 3.3625 -0.2733
52 C 3.1324 4.7305 -0.0297
53 C 2.3704 5.2465 1.0156
54 C 1.6295 4.3971 1.8248
55 H 3.6210 1.2561 2.4422
56 H 5.1610 0.4083 4.1658
57 H 4.4050 0.1807 6.5117
58 H 2.0685 0.7427 7.1109
59 H 0.5086 1.5729 5.3527
60 H 2.4079 1.4472 0.3201
61 H 3.6972 2.9517 -1.1150
62 H 3.6988 5.3980 -0.6679
63 H 2.3503 6.3150 1.1998
64 H 1.0122 4.7669 2.6352
65 O -0.7938 1.9627 0.4709
66 N -2.0420 2.2829 0.3702
67 C -2.5643 2.4422 -0.8668
68 C -3.8897 2.7757 -1.0341
69 C -4.7003 2.9625 0.0739
70 C -4.1456 2.7740 1.3277
71 C -2.8187 2.4237 1.4610
72 H -1.8638 2.2801 -1.6779
73 H -4.2699 2.8710 -2.0418
74 H -5.7455 3.2213 -0.0347
75 H -4.7384 2.8680 2.2268
76 H -2.3393 2.2363 2.4082
77 F -2.7390 -1.4387 3.8733
78 B -3.4421 -0.8277 2.8332
79 F -4.1348 0.3129 3.2919
80 F -4.3708 -1.7443 2.2586
81 F -2.5308 -0.4320 1.7949
82 I -6.5086 -3.5028 -2.7956
83 C -4.8282 -2.6098 -1.9820
84 C -4.7089 -2.1125 -0.7028
85 N -3.4626 -1.6178 -0.6236
86 N -2.7686 -1.7664 -1.7583
87 C -3.5873 -2.3717 -2.6024
88 H -5.3883 -2.0865 0.1323
89 H -3.0204 -1.1916 0.1976
90 H -3.2806 -2.6051 -3.6100